# 1
Molecular formula: C5H6NO2
Method: DFT, ωB97M-V/def2-TZVPD

Properties
Highest occupied orbital energy (spin up / spin down) in eV: -11.03 / -16.40
Orbital gap (spin up / spin down) in eV: 7.2 / 8.4
LUMO level (spin up / spin down) in eV: -3.8 / -8.0
Charge: +1
Relative energy (zero: lowest compared OMol25 entry of this formula, charge and spin) in kJ/mol: 47.7
Spin multiplicity: 3

Positions of all 14 atoms, in Å:
1 C -3.719 -1.594 -1.059
2 C -0.469 -0.335 -0.193
3 C 0.912 -0.261 0.013
4 C -1.020 -1.496 -0.633
5 C 1.515 1.001 0.578
6 N -2.635 -1.335 -0.853
7 O -0.729 -2.604 -0.990
8 O 1.678 -1.339 -0.159
9 H -4.754 -1.937 -1.228
10 H -0.926 0.545 0.034
11 H 0.859 1.506 1.183
12 H 2.409 0.889 1.022
13 H 1.644 1.585 -0.257
14 H 1.141 -2.115 -0.246

***

# 2
Molecular formula: C24H36MnN4O3Si2
Method: DFT, ωB97M-V/def2-TZVPD

Properties
Highest occupied orbital energy (spin up / spin down) in eV: -6.75 / -7.54
Orbital gap (spin up / spin down) in eV: 7.0 / 6.5
LUMO level (spin up / spin down) in eV: 0.2 / -1.0
Spin multiplicity: 4

Positions of all 70 atoms, in Å:
1 Mn -0.062 -0.430 -0.505
2 C 0.924 -0.886 -4.588
3 C 1.134 -0.854 -3.096
4 O 0.065 -0.624 -2.408
5 C 2.396 -1.050 -2.582
6 C 2.743 -0.981 -1.199
7 C 4.145 -1.329 -0.787
8 N 1.860 -0.653 -0.303
9 N 2.248 -0.810 1.044
10 C 1.219 -0.670 1.817
11 O -0.006 -0.481 1.399
12 C 1.426 -0.711 3.288
13 C 2.711 -0.758 3.827
14 C 2.885 -0.797 5.200
15 C 1.781 -0.786 6.044
16 C 0.502 -0.736 5.510
17 C 0.323 -0.696 4.135
18 H -0.140 -0.938 -4.807
19 H 1.436 -1.735 -5.040
20 H 1.329 0.022 -5.038
21 H 3.193 -1.256 -3.282
22 H 4.756 -1.542 -1.661
23 H 4.146 -2.192 -0.121
24 H 4.585 -0.507 -0.223
25 H 3.559 -0.762 3.158
26 H 3.884 -0.832 5.615
27 H 1.919 -0.813 7.117
28 H -0.359 -0.724 6.166
29 H -0.667 -0.648 3.703
30 C -2.644 -2.840 1.038
31 Si -2.988 -1.934 -0.560
32 C -2.569 -2.868 -2.125
33 C -4.862 -1.836 -0.619
34 N -2.051 -0.433 -0.564
35 C -2.480 0.829 -0.497
36 C -3.855 1.215 -0.421
37 C -4.244 2.517 -0.388
38 C -3.272 3.545 -0.425
39 C -1.949 3.237 -0.484
40 C -1.474 1.889 -0.516
41 N -0.183 1.531 -0.570
42 Si 1.215 2.649 -0.604
43 C 2.419 2.274 0.767
44 C 2.001 2.561 -2.289
45 C 0.876 4.484 -0.366
46 H -2.953 -3.886 0.957
47 H -3.249 -2.381 1.824
48 H -1.611 -2.800 1.373
49 H -2.929 -3.898 -2.065
50 H -1.514 -2.878 -2.383
51 H -3.093 -2.385 -2.954
52 H -5.195 -2.878 -0.677
53 H -5.251 -1.322 -1.498
54 H -5.314 -1.404 0.274
55 H -4.604 0.445 -0.397
56 H -5.296 2.765 -0.335
57 H -3.579 4.583 -0.408
58 H -1.238 4.041 -0.514
59 H 2.950 1.331 0.675
60 H 1.907 2.272 1.733
61 H 3.152 3.084 0.786
62 H 2.394 1.583 -2.547
63 H 2.820 3.284 -2.336
64 H 1.267 2.838 -3.050
65 H 0.444 4.741 0.601
66 H 0.281 4.944 -1.157
67 H 1.871 4.936 -0.407
68 O 0.026 -2.608 -0.431
69 H 0.420 -2.989 0.361
70 H 0.418 -3.059 -1.185

***

# 3
Molecular formula: C20H19F3N3O4PtSSi
Method: DFT, ωB97M-V/def2-TZVPD

Properties
Highest occupied orbital energy (spin up / spin down) in eV: -3.44 / -4.97
Orbital gap (spin up / spin down) in eV: 6.0 / 6.7
LUMO level (spin up / spin down) in eV: 2.5 / 1.7
Charge: -1
Relative energy (zero: lowest compared OMol25 entry of this formula, charge and spin) in kJ/mol: 23.4
Spin multiplicity: 3

Positions of all 52 atoms, in Å:
1 Pt -0.759 0.104 -1.093
2 F -5.705 -1.662 -1.763
3 C -5.628 -2.484 -0.720
4 F -6.171 -1.838 0.340
5 F -6.477 -3.513 -0.989
6 C -4.251 -3.005 -0.406
7 C -4.204 -4.211 0.271
8 C -2.987 -4.776 0.612
9 C -1.851 -4.086 0.226
10 N -1.870 -2.921 -0.402
11 C -3.040 -2.331 -0.707
12 S -2.979 -0.753 -1.413
13 H -5.129 -4.712 0.525
14 H -2.923 -5.717 1.140
15 H -0.863 -4.485 0.441
16 C 3.486 0.634 -0.997
17 C 2.564 1.517 -1.757
18 N 1.264 1.362 -1.877
19 C 0.816 2.392 -2.661
20 C 1.869 3.181 -3.030
21 N 2.969 2.610 -2.442
22 C 2.052 4.397 -3.855
23 O 0.985 4.877 -4.442
24 O 3.161 4.887 -3.959
25 C -0.636 2.544 -2.980
26 O -0.962 3.434 -3.791
27 O -1.428 1.760 -2.393
28 H 2.899 -0.117 -0.480
29 H 4.052 1.198 -0.255
30 H 4.191 0.134 -1.664
31 H 3.897 2.989 -2.543
32 H 0.155 4.300 -4.215
33 C 1.002 -1.998 0.664
34 Si 0.051 -0.388 1.045
35 C -1.314 -0.698 2.311
36 C 1.296 0.641 2.057
37 C 2.496 0.117 2.543
38 C 3.314 0.843 3.402
39 C 2.951 2.122 3.794
40 C 1.770 2.673 3.313
41 C 0.960 1.938 2.460
42 H 1.084 -2.623 1.561
43 H 2.008 -1.771 0.310
44 H 0.487 -2.577 -0.100
45 H -0.991 -1.448 3.041
46 H -2.236 -1.040 1.841
47 H -1.522 0.226 2.855
48 H 2.805 -0.880 2.249
49 H 4.236 0.405 3.768
50 H 3.582 2.687 4.470
51 H 1.481 3.676 3.604
52 H 0.043 2.387 2.089

***

# 4
Molecular formula: C28H53CdGe2O4SbSe4Si
Method: DFT, ωB97M-V/def2-TZVPD

Properties
Highest occupied orbital energy in eV: -1.95
Orbital gap in eV: 5.9
LUMO level in eV: 3.9
Charge: -2
Relative energy (zero: lowest compared OMol25 entry of this formula, charge and spin) in kJ/mol: 0.0

Positions of all 94 atoms, in Å:
1 Cd 0.639 0.207 0.486
2 C 2.422 -1.494 4.996
3 C 2.337 -0.800 3.637
4 Ge 0.532 -0.839 2.840
5 C -0.805 -0.248 4.186
6 C -2.182 -0.057 3.554
7 C 0.051 -2.753 2.663
8 C 0.063 -3.545 1.582
9 Ge 0.581 -2.916 -0.235
10 C -0.907 -1.880 -1.078
11 C -2.152 -2.747 -1.274
12 C 1.073 -4.355 -1.490
13 C 0.280 -5.623 -1.798
14 C -0.352 -4.968 1.763
15 C 0.163 -5.712 2.831
16 C -0.253 -7.013 3.070
17 C -1.197 -7.607 2.244
18 C -1.705 -6.888 1.172
19 C -1.279 -5.590 0.929
20 H 3.441 -1.504 5.395
21 H 2.092 -2.533 4.922
22 H 1.785 -1.004 5.737
23 H 2.982 -1.292 2.906
24 H 2.672 0.239 3.702
25 H -0.466 0.683 4.649
26 H -0.855 -0.999 4.983
27 H -2.147 0.724 2.790
28 H -2.946 0.220 4.286
29 H -2.514 -0.973 3.057
30 H -0.325 -3.223 3.580
31 H -0.488 -1.568 -2.040
32 H -1.213 -0.979 -0.536
33 H -1.912 -3.664 -1.812
34 H -2.919 -2.226 -1.855
35 H -2.599 -3.015 -0.314
36 H 2.084 -4.642 -1.192
37 H 1.216 -3.788 -2.416
38 H 0.240 -6.300 -0.945
39 H 0.772 -6.153 -2.618
40 H -0.747 -5.429 -2.115
41 H 0.914 -5.257 3.462
42 H 0.170 -7.567 3.900
43 H -1.521 -8.624 2.424
44 H -2.431 -7.341 0.508
45 H -1.681 -5.053 0.080
46 Se 2.205 -1.770 -4.436
47 Sb 3.958 -2.145 -2.839
48 Se 2.555 -1.608 -0.329
49 Se 4.682 -4.421 -2.583
50 Se 5.599 -0.432 -2.510
51 C 2.082 5.362 0.179
52 C 0.557 5.407 0.215
53 C 0.052 6.781 -0.207
54 C 0.052 5.059 1.614
55 O 0.019 4.495 -0.743
56 Si 0.200 2.849 -0.719
57 O 1.214 2.313 0.370
58 O 0.394 2.303 -2.244
59 C 1.243 2.605 -3.359
60 C 0.618 1.898 -4.553
61 C 2.631 2.050 -3.074
62 C 1.286 4.109 -3.611
63 O -1.269 2.136 -0.317
64 C -2.582 2.411 -0.792
65 C -2.594 2.682 -2.293
66 C -3.415 1.174 -0.479
67 C -3.131 3.617 -0.032
68 H 2.501 6.048 0.919
69 H 2.447 5.654 -0.807
70 H 2.426 4.351 0.398
71 H 0.430 7.555 0.465
72 H -1.039 6.801 -0.189
73 H 0.384 7.001 -1.223
74 H 0.438 5.772 2.346
75 H 0.382 4.056 1.886
76 H -1.040 5.089 1.639
77 H 0.520 0.833 -4.348
78 H 1.255 1.998 -5.434
79 H -0.365 2.326 -4.771
80 H 2.596 0.965 -2.980
81 H 3.018 2.456 -2.135
82 H 3.330 2.287 -3.879
83 H 0.279 4.497 -3.782
84 H 1.896 4.310 -4.494
85 H 1.713 4.639 -2.761
86 H -2.156 1.844 -2.835
87 H -2.013 3.574 -2.531
88 H -3.623 2.833 -2.632
89 H -3.061 0.322 -1.061
90 H -4.467 1.345 -0.722
91 H -3.334 0.926 0.581
92 H -2.519 4.495 -0.239
93 H -3.109 3.420 1.042
94 H -4.162 3.823 -0.332

***

Number 2 is which compound? C24H36MnN4O3Si2